#one
Entry from the OMol25 dataset: an isolated ion of composition C3H10N3O and charge +1 (ωB97M-V/def2-TZVPD).

Geometry (Å):
C  1.2712  -0.0750  0.0491
C  -0.9785  0.0634  -1.2846
C  -0.2166  -0.0177  0.1647
N  1.8974  1.0878  -0.1114
N  -0.6988  1.0145  0.9532
N  -0.5499  -1.4197  0.5567
O  1.7359  -1.1664  0.0385
H  -2.0122  -0.2809  -1.2406
H  -0.4848  -0.5364  -2.0414
H  -0.8887  1.1164  -1.5209
H  1.4526  2.0025  -0.0773
H  2.8980  1.0320  -0.3432
H  -1.6915  0.9898  1.1541
H  -0.1323  1.1727  1.8146
H  -0.7157  -1.5843  1.5567
H  0.4135  -1.7681  0.2692
H  -1.2996  -1.6306  0.0625

Summary:
Structure (SMILES): C[C@@](N)([NH3+])C(N)=O
LUMO, eV: -3.16
Kohn-Sham gap, eV: 11.763
Charge: +1
E_HOMO, Ha: -0.54822

---

#two
Entry from the OMol25 dataset: an isolated ion of composition C3H10N3O and charge +1 (ωB97M-V/def2-TZVPD).

Geometry (Å):
C  1.6983  -0.7291  0.2073
C  0.1850  0.0434  0.0720
C  -1.0096  -0.6078  0.6105
N  2.7000  0.2353  0.0434
N  -0.0008  1.4140  -0.3625
N  -2.1043  -0.2327  -0.4378
O  0.8959  -0.7686  -0.8946
H  1.9131  -1.5904  0.9700
H  -1.4834  -0.0925  1.4325
H  -1.1043  -1.7169  0.5857
H  3.4715  0.0791  0.6325
H  3.0788  0.4415  -0.8713
H  0.5887  1.9597  0.2289
H  0.1735  1.6229  -1.3202
H  -1.7643  -0.6837  -1.2767
H  -2.0605  0.7711  -0.5733
H  -3.1011  -0.4812  -0.1403

Summary:
Structure (SMILES): N[C@@H]1O[C@@]1(N)C[NH3+]
LUMO, eV: -3.34
Kohn-Sham gap, eV: 9.284
Charge: +1
E_HOMO, Ha: -0.46405

---

Result of the stability comparison: #one is the most stable of them.

---

#one
Entry from the OMol25 dataset: a 2-piece molecular cluster, C3H10N3O overall (ωB97M-V/def2-TZVPD).

Geometry (Å):
C  0.4777  -1.4963  0.9642
C  -0.5782  -1.3957  0.1583
N  -1.4530  -2.4439  -0.0779
N  1.3257  -0.3434  1.3418
H  0.7948  -2.4169  1.4317
H  -0.8869  -0.4388  -0.2340
H  -1.8124  -2.4377  -1.0184
H  -1.0249  -3.3516  0.0771
H  2.2997  -0.5900  1.1640
H  1.2117  -0.1825  2.3435
H  1.1361  0.5410  0.7566
C  0.2867  2.0773  -1.1038
N  -0.8844  2.7006  -1.2085
O  0.8896  1.9187  -0.0524
H  0.6653  1.6748  -2.0501
H  -1.2734  2.9666  -2.0998
H  -1.1742  3.2178  -0.3922

Summary:
LUMO, eV: -2.80
Kohn-Sham gap, eV: 10.199
Charge: +1
E_HOMO, Ha: -0.47760

---

#two
Entry from the OMol25 dataset: an isolated ion of composition C3H10N3O and charge +1 (ωB97M-V/def2-TZVPD).

Geometry (Å):
C  0.2496  1.1355  0.1928
C  1.1285  0.0589  -0.4868
C  -1.8204  0.1931  0.3104
N  0.5059  -1.1980  0.0837
N  -2.8105  -0.4047  -0.2280
N  2.5188  0.3387  -0.0928
O  -1.0834  0.9931  -0.3585
H  0.1609  0.9053  1.1942
H  0.7316  2.0806  -0.0289
H  1.1133  0.1832  -1.6578
H  -1.4634  -0.0357  1.2885
H  1.2597  -1.5098  0.7912
H  0.5371  -1.9023  -0.6463
H  -2.9819  -0.1502  -1.2296
H  -3.6302  -0.7328  0.2906
H  2.4760  0.3692  1.0070
H  3.1083  -0.3239  -0.4299

Summary:
Structure (SMILES): NC(N)COC=[NH2+]
LUMO, eV: -3.69
Kohn-Sham gap, eV: 9.782
Charge: +1
E_HOMO, Ha: -0.49527

---

#three
Entry from the OMol25 dataset: a 2-piece molecular cluster, C3H10N3O overall (ωB97M-V/def2-TZVPD).

Geometry (Å):
C  1.8985  -0.5340  -0.3399
C  1.3804  0.8989  -0.5198
C  -2.4460  -0.2050  -0.0728
N  -1.4267  -0.7346  -0.1454
N  -3.5955  0.3693  0.0305
N  0.9825  -1.2339  0.5840
O  0.8162  1.2921  0.7168
H  1.9151  -1.0519  -1.2953
H  2.9058  -0.5249  0.0815
H  2.2099  1.5532  -0.8076
H  0.6146  0.9310  -1.3071
H  0.7249  2.2491  0.7462
H  -0.0591  -1.0758  0.2464
H  -3.7799  1.2355  -0.4507
H  -4.3790  -0.1661  0.3698
H  1.1924  -2.2277  0.6661
H  1.0459  -0.7751  1.4974

Summary:
LUMO, eV: -2.74
Kohn-Sham gap, eV: 11.666
Charge: +1
E_HOMO, Ha: -0.52958

---

Result of the stability comparison: #one is the most stable of them.

---

#one
Entry from the OMol25 dataset: a 2-piece molecular cluster, C2H9NO overall (ωB97M-V/def2-TZVPD).

Geometry (Å):
C  4.1642  0.2962  5.7448
H  5.1353  0.5240  6.1852
H  3.8140  0.9852  5.0427
H  3.4896  0.3369  6.6058
H  4.2093  -0.7128  5.3462
N  -0.5948  -0.6974  -2.3503
C  -2.0358  -0.3766  -2.5062
O  -2.3022  0.8584  -1.8717
H  -0.2656  -1.0132  -3.2325
H  -0.5239  -1.5230  -1.7677
H  -2.2928  -0.3392  -3.5635
H  -2.6503  -1.1607  -2.0548
H  -1.4769  1.0326  -1.3971

Summary:
Structure (SMILES): NCO.C
LUMO, eV: 1.00
Kohn-Sham gap, eV: 11.248
Charge: 0
E_HOMO, Ha: -0.37666

---

#two
Entry from the OMol25 dataset: a 2-piece molecular cluster, C2H9NO overall (ωB97M-V/def2-TZVPD).

Geometry (Å):
N  0.3504  0.4987  0.0303
C  0.4713  -0.0881  1.3010
C  0.4852  -0.3421  -1.1469
H  0.9912  1.3013  0.0746
H  1.5403  -0.1727  1.5592
H  0.0231  -1.0956  1.3237
H  -0.0263  0.5356  2.0626
H  1.2329  -1.1500  -1.0776
H  0.8332  0.3967  -1.8884
H  -0.4668  -0.7731  -1.4998
O  -1.9290  -0.0226  -0.0333
H  -2.4874  0.5730  -0.5826
H  -1.0182  0.3389  -0.1228

Summary:
Structure (SMILES): CNC.O
LUMO, eV: 0.98
Kohn-Sham gap, eV: 10.125
Charge: 0
E_HOMO, Ha: -0.33615

---

#three
Entry from the OMol25 dataset: C2H9NO as an isolated structure (ωB97M-V/def2-TZVPD).

Geometry (Å):
H  -0.9353  -0.9888  -1.2529
O  -0.7350  -1.9827  -1.9151
N  -1.0112  0.1146  -0.4590
H  0.1631  -1.7573  -1.8921
H  -0.7286  1.0938  -0.8665
C  0.1485  -0.2139  0.5249
H  0.7345  -1.0281  0.0577
H  -0.2045  -0.6912  1.5073
H  -1.8163  0.3743  -0.0223
C  0.8844  1.0525  0.9570
H  1.4770  0.8054  1.8802
H  1.8066  1.2402  0.3173
H  0.2169  1.9811  1.1635

Summary:
LUMO, eV: 0.66
Kohn-Sham gap, eV: 9.825
Charge: 0
E_HOMO, Ha: -0.33699

---

#four
Entry from the OMol25 dataset: a 3-piece molecular cluster, C2H9NO overall (ωB97M-V/def2-TZVPD).

Geometry (Å):
N  -0.2010  -0.2871  2.7272
H  0.5377  0.2031  3.2281
H  1.4988  2.6701  -2.9888
H  -0.2083  -1.2064  3.1806
H  0.1754  -0.4781  1.8182
C  -0.5990  -1.0098  -0.2529
O  0.5660  -0.1988  -0.2260
C  -0.3093  0.0243  -1.2986
H  -1.5929  -0.8676  0.1367
H  -0.4580  -2.0356  -0.5834
H  -0.9842  0.8572  -1.1642
H  -0.1329  -0.3104  -2.3104
H  1.7077  2.6393  -2.2664

Summary:
Structure (SMILES): [H][H].C1CO1.N
LUMO, eV: 1.16
Kohn-Sham gap, eV: 11.218
Charge: 0
E_HOMO, Ha: -0.36972

---

Result of the stability comparison: #one is the most stable of them.

---

#one
Entry from the OMol25 dataset: one molecule with the formula C25H29NO6 (ωB97M-V/def2-TZVPD).

Geometry (Å):
C  -5.3764  -1.3566  -1.0042
H  -6.2606  -1.2121  -1.6254
O  -4.2981  -0.9053  -1.7955
C  -3.0141  -0.9980  -1.3676
C  -2.0878  -0.4285  -2.2455
C  -0.7406  -0.3958  -1.9653
C  -0.2631  -1.0032  -0.7987
C  -1.1690  -1.6157  0.0706
C  -2.5510  -1.5754  -0.1786
O  -3.4336  -2.1095  0.7477
C  -3.5018  -1.3918  1.9729
H  -3.8197  -0.3604  1.7985
H  -4.2423  -1.9129  2.5778
H  -2.5400  -1.3830  2.4913
O  -0.6731  -2.1749  1.2291
C  -0.9822  -3.5394  1.4517
H  -2.0536  -3.7127  1.5683
H  -0.4636  -3.8088  2.3704
H  -0.6149  -4.1635  0.6296
C  1.1821  -0.9437  -0.4852
C  1.8271  -2.1127  -0.1777
C  3.1467  -2.3268  0.2427
C  4.2420  -1.5023  0.2328
O  5.3358  -2.0580  0.8003
C  6.5274  -1.3199  0.9879
H  7.1719  -1.9721  1.5768
H  7.0042  -1.0748  0.0382
H  6.3399  -0.3939  1.5370
C  4.3139  -0.1901  -0.4346
O  5.3779  0.2389  -0.8809
C  3.1243  0.6253  -0.5089
C  1.7952  0.3447  -0.5243
C  0.8580  1.5254  -0.7400
N  1.4050  2.7200  -0.0980
C  0.9266  3.9855  -0.6128
H  1.2569  4.1113  -1.6412
H  1.3688  4.7840  -0.0176
H  -0.1674  4.0918  -0.5693
C  1.2155  2.6228  1.3463
C  -0.1924  2.6309  1.7256
C  -1.3800  2.6640  1.8967
C  -2.8252  2.6538  2.0648
H  -3.2093  3.6817  1.9592
O  -3.4777  1.7898  1.1505
H  -3.1789  1.9920  0.2567
H  -3.0842  2.2832  3.0617
H  1.6788  1.6929  1.6907
H  1.7287  3.4644  1.8212
C  0.6351  1.6673  -2.2521
H  1.5516  2.0191  -2.7270
H  -0.1599  2.3911  -2.4364
C  0.2316  0.3145  -2.8630
H  -0.2135  0.4805  -3.8444
H  1.1232  -0.3023  -2.9914
H  -0.1193  1.2864  -0.2872
H  3.3726  1.6716  -0.6556
H  3.3577  -3.3187  0.6262
H  1.2224  -3.0083  -0.2078
H  -2.4747  0.0159  -3.1493
H  -5.4769  -0.7658  -0.0906
H  -5.2759  -2.4122  -0.7466

Summary:
Structure (SMILES): COc1cc2c(c(OC)c1OC)-c1ccc(OC)c(=O)cc1[C@@H](N(C)CC#CCO)CC2
LUMO, eV: 0.17
Kohn-Sham gap, eV: 7.785
Charge: 0
E_HOMO, Ha: -0.27985

---

#two
Entry from the OMol25 dataset: one molecule with the formula C25H29NO6 (ωB97M-V/def2-TZVPD).

Geometry (Å):
C  0.9183  3.2027  -0.4372
C  0.5682  1.9634  0.3230
C  -0.6615  1.7613  0.8610
C  -0.9675  0.5393  1.5979
O  -2.0474  0.2976  2.0969
O  0.0090  -0.3863  1.7348
C  1.2410  -0.2251  1.1926
C  2.1336  -1.2722  1.3880
C  3.3899  -1.1352  0.8383
C  3.7626  0.0159  0.0985
C  2.8585  1.0461  -0.0836
C  1.5812  0.9410  0.4699
H  3.1452  1.9126  -0.6550
C  5.1165  -0.2274  -0.3037
C  5.4437  -1.4423  0.2033
O  4.4132  -2.0120  0.8973
C  6.7518  -2.1297  0.0542
H  7.0515  -2.5813  1.0020
C  7.7843  -1.1019  -0.4198
H  8.6919  -1.6164  -0.7375
C  7.2282  -0.2630  -1.5714
H  8.0156  0.3709  -1.9816
H  6.8848  -0.9302  -2.3643
C  6.0590  0.6070  -1.1026
H  5.5426  1.0455  -1.9591
H  6.4296  1.4310  -0.4845
H  8.0433  -0.4414  0.4100
H  6.6585  -2.9381  -0.6779
H  1.8342  -2.1437  1.9447
C  -1.8345  2.6934  0.7121
H  -2.5770  2.4021  1.4576
H  -1.5491  3.7281  0.9063
C  -2.4400  2.5787  -0.6989
C  -2.5032  1.1263  -1.1270
O  -1.7728  0.6802  -2.0099
N  -3.4131  0.3785  -0.4950
H  -3.9082  0.7836  0.2850
C  -3.4517  -1.0776  -0.5315
C  -4.2171  -1.6345  0.6727
H  -4.4501  -2.6751  0.4411
H  -3.5541  -1.6070  1.5392
C  -5.5184  -0.9132  1.0541
C  -6.4609  -0.7171  -0.1295
H  -6.0253  -0.0676  -0.8857
H  -7.3943  -0.2691  0.2062
H  -6.6810  -1.6734  -0.5953
C  -6.2142  -1.7220  2.1485
H  -5.5501  -1.8657  2.9975
H  -6.5058  -2.6975  1.7671
H  -7.1077  -1.2070  2.4939
H  -5.2759  0.0672  1.4851
C  -3.9759  -1.6463  -1.8751
O  -4.7817  -2.5327  -1.9304
O  -3.4096  -1.1397  -2.9558
H  -2.6836  -0.4906  -2.7390
H  -2.4114  -1.4436  -0.4811
H  -1.8159  3.1007  -1.4245
H  -3.4397  3.0155  -0.7135
H  1.0255  2.9613  -1.4940
H  1.8624  3.6100  -0.0808
H  0.1548  3.9657  -0.3341

Summary:
Structure (SMILES): Cc1c(CCC(=O)N[C@@H](CC(C)C)C(=O)O)c(=O)oc2cc3oc4c(c3cc12)CCCC4
LUMO, eV: -0.13
Kohn-Sham gap, eV: 8.143
Charge: 0
E_HOMO, Ha: -0.30419

---

Result of the stability comparison: #two is the most stable of them.